(1)
This record from the Open Molecules 2025 dataset describes a molecular structure, C28H32EuFN3O7Se. The level of theory is ωB97M-V/def2-TZVPD.

- HOMO level: -0.83 eV
- Energy relative to the best compared isomer or geometry (same formula, charge and spin): 88.3 kcal/mol
- LUMO: 3.154 eV

```
! RIJCOSX wB97M-V def2-TZVPD def2/J DEFGRID3
* xyz -2 8
Eu 8.696 9.238 17.517
N 7.120 8.330 15.499
C 6.567 9.560 14.991
C 7.268 10.776 15.701
O 6.905 10.980 16.930
N 8.241 11.284 15.010
C 8.955 12.435 15.625
C 10.227 12.191 16.572
O 10.286 11.100 17.133
O 10.920 13.157 16.777
H 7.390 7.700 14.686
H 6.437 7.740 16.051
H 5.575 9.782 15.421
H 6.434 9.658 13.954
H 8.272 12.897 16.333
H 9.156 13.103 14.789
C 7.215 5.536 24.646
C 6.365 6.810 24.561
C 6.364 7.679 25.863
C 5.435 8.919 25.650
C 5.954 9.713 24.487
C 5.753 11.111 24.440
C 6.067 11.874 23.330
F 5.879 13.164 23.282
C 6.642 11.185 22.273
C 6.870 9.767 22.233
C 7.264 9.144 20.971
O 7.121 9.766 19.955
C 7.869 7.801 21.302
C 7.687 7.210 22.516
N 6.951 7.736 23.498
C 6.556 9.104 23.433
C 8.769 7.073 20.302
O 9.345 6.075 20.649
O 8.851 7.657 19.157
H 6.825 5.047 25.554
H 8.283 5.783 24.821
H 7.090 4.886 23.799
H 5.292 6.705 24.278
H 7.388 8.035 26.136
H 6.020 7.048 26.657
H 5.406 9.527 26.572
H 4.376 8.694 25.501
H 5.144 11.631 25.132
H 7.153 11.641 21.410
H 8.087 6.232 22.469
C 5.618 7.546 18.540
O 4.669 8.223 17.596
H 5.710 6.533 18.136
H 5.424 7.497 19.679
H 6.607 7.939 18.441
H 4.826 9.213 17.563
C 6.464 12.229 11.200
C 6.927 10.816 11.469
C 8.148 10.578 12.093
C 8.539 9.336 12.516
C 9.817 9.304 13.439
C 7.788 8.196 12.154
Se 8.638 6.497 12.156
C 6.490 8.339 11.691
C 5.430 7.341 11.802
C 6.058 9.668 11.393
H 5.613 12.433 11.804
H 6.329 12.283 10.061
H 7.346 12.881 11.579
H 8.711 11.425 12.378
H 10.154 10.289 13.825
H 10.615 8.798 12.975
H 9.660 8.695 14.374
H 5.237 7.044 12.801
H 5.889 6.474 11.286
H 4.563 7.620 11.283
H 5.015 9.679 11.088
*
```

Atom charges from the Löwdin analysis, given in e for atoms 1 to 8: 1.6790, -0.0374, -0.2114, -0.6467, -0.2145, 0.0433, -0.1346, -0.7607

***

(2)
This record from the Open Molecules 2025 dataset describes a single C28H32N2O5 molecule. The level of theory is ωB97M-V/def2-TZVPD.

- HOMO level: -8.18 eV
- Energy relative to the best compared isomer or geometry (same formula, charge and spin): 7.4 kcal/mol
- LUMO: 0.470 eV
- SMILES: CCO[C@@H]1OC(C(=O)NCc2ccccc2)=C[C@H](c2cn(C(C)=O)c3ccccc23)[C@H]1CCCO

```
! RIJCOSX wB97M-V def2-TZVPD def2/J DEFGRID3
* xyz 0 1
C -2.353 -1.721 -3.020
C -1.037 -1.070 -2.633
H -0.340 -1.820 -2.235
O -1.305 -0.088 -1.646
C -0.218 0.697 -1.274
C -0.755 1.724 -0.269
C 0.176 2.921 -0.014
C 1.495 2.660 0.729
H 1.752 3.549 1.310
C 2.685 2.373 -0.193
O 3.206 3.539 -0.788
H 2.499 3.987 -1.266
H 2.407 1.645 -0.965
H 3.513 1.957 0.388
H 1.376 1.833 1.428
H 0.389 3.390 -0.980
H -0.406 3.643 0.565
H -1.657 2.126 -0.744
C -1.185 0.986 1.021
C -2.587 0.453 0.885
C -3.690 1.242 0.850
N -4.840 0.492 0.657
C -6.135 0.963 0.566
O -7.074 0.228 0.375
C -6.290 2.458 0.723
H -7.347 2.699 0.646
H -5.748 2.983 -0.061
H -5.919 2.781 1.693
C -4.445 -0.843 0.568
C -5.211 -1.980 0.374
C -4.554 -3.195 0.333
C -3.173 -3.273 0.489
C -2.408 -2.141 0.684
C -3.042 -0.903 0.717
H -1.341 -2.221 0.812
H -2.691 -4.240 0.459
H -5.123 -4.100 0.181
H -6.280 -1.916 0.261
H -3.735 2.309 0.947
C -0.199 -0.082 1.363
C 0.721 -0.525 0.507
O 0.854 -0.076 -0.786
C 1.762 -1.506 0.932
O 1.753 -2.018 2.036
N 2.696 -1.754 -0.009
H 2.658 -1.211 -0.858
C 3.927 -2.455 0.286
C 5.081 -1.488 0.370
C 6.181 -1.600 -0.467
C 7.214 -0.681 -0.392
C 7.150 0.363 0.514
C 6.054 0.482 1.352
C 5.026 -0.440 1.282
H 4.172 -0.356 1.939
H 6.002 1.294 2.062
H 7.953 1.083 0.568
H 8.068 -0.778 -1.046
H 6.233 -2.412 -1.178
H 3.771 -2.952 1.248
H 4.111 -3.210 -0.484
H -0.222 -0.507 2.353
H -1.195 1.720 1.838
H 0.210 1.199 -2.165
H -0.564 -0.589 -3.504
H -2.810 -2.173 -2.144
H -2.179 -2.484 -3.773
H -3.034 -0.974 -3.417
*
```

Atom charges from the Löwdin analysis, given in e for atoms 1 to 8: -0.0478, -0.2349, 0.1238, -0.0664, -0.3171, -0.1799, -0.1306, -0.1503

***

(3)
This record from the Open Molecules 2025 dataset describes a molecular structure, C28H32NReS4Sb3. The level of theory is ωB97M-V/def2-TZVPD.

- HOMO level: -10.05 eV
- LUMO: -3.470 eV

```
! RIJCOSX wB97M-V def2-TZVPD def2/J DEFGRID3
* xyz 1 1
Re 1.464 -0.397 -0.073
C -1.557 1.615 -1.931
Sb -0.648 -0.296 -1.786
C -0.443 -0.922 -3.803
C -2.387 -1.484 -1.350
C -2.740 -1.767 0.080
C -3.713 -0.981 0.698
C -4.152 -1.242 1.985
C -3.618 -2.315 2.683
C -2.645 -3.099 2.085
C -2.189 -2.843 0.791
C -1.131 -3.738 0.214
Sb 0.825 -2.981 0.652
C 2.047 -4.490 -0.163
C 0.943 -3.386 2.727
H -1.812 1.813 -2.970
H -0.863 2.374 -1.577
H -2.458 1.625 -1.320
H -0.959 -0.208 -4.443
H -0.905 -1.902 -3.909
H 0.604 -0.991 -4.084
H -2.265 -2.398 -1.932
H -3.192 -0.916 -1.821
H -4.156 -0.163 0.141
H -4.921 -0.624 2.430
H -3.965 -2.550 3.681
H -2.239 -3.948 2.624
H -1.204 -3.869 -0.865
H -1.174 -4.728 0.671
H 1.746 -5.456 0.238
H 3.080 -4.275 0.106
H 1.954 -4.479 -1.246
H 0.431 -4.321 2.949
H 0.490 -2.573 3.291
H 1.994 -3.468 2.999
S 4.293 1.757 -0.768
Sb 5.254 -0.426 -0.022
S 3.404 -0.951 1.306
S 2.504 -1.551 -2.027
S 4.576 -1.622 -1.974
C 0.863 3.791 -4.079
C 1.092 2.425 -4.217
C 1.580 1.693 -3.151
C 1.865 2.299 -1.929
C 2.310 1.494 -0.751
C 2.899 2.289 0.334
C 2.675 3.744 0.417
C 2.076 4.383 -0.585
C 1.692 3.690 -1.811
C 1.171 4.415 -2.886
H 0.473 4.367 -4.907
H 0.899 1.935 -5.163
H 1.811 0.642 -3.265
H 3.023 1.780 1.286
H 3.008 4.262 1.307
H 1.896 5.449 -0.528
H 1.028 5.483 -2.780
N 0.544 0.341 1.176
C -0.193 0.928 2.196
C -1.121 0.173 2.903
C -1.826 0.765 3.937
C -1.606 2.098 4.259
C -0.684 2.849 3.541
C 0.026 2.269 2.504
H -1.286 -0.862 2.634
H -2.550 0.182 4.490
H -2.158 2.556 5.069
H -0.518 3.889 3.788
H 0.738 2.845 1.927
*
```

Atom charges from the Löwdin analysis, given in e for atoms 1 to 8: 0.4973, -0.2525, 1.3668, -0.2780, -0.2946, -0.2764, -0.0445, -0.0820

***

(4)
This record from the Open Molecules 2025 dataset describes a molecular structure, C28H33BrHgN5O5Sb2Se. The level of theory is ωB97M-V/def2-TZVPD.

- HOMO level (spin up / spin down): 0.91 / -0.19 eV
- Energy relative to the best compared isomer or geometry (same formula, charge and spin): 182.5 kcal/mol
- LUMO (spin up / spin down): 3.632 / 3.919 eV

```
! RIJCOSX wB97M-V def2-TZVPD def2/J DEFGRID3
* xyz -2 2
Hg -1.649 0.499 2.233
N -2.276 1.791 -1.418
C -3.223 0.884 -0.681
C -2.499 -0.526 -0.521
O -2.566 -1.323 -1.516
N -1.826 -0.803 0.562
C -1.400 -2.242 0.700
C -0.190 -2.438 -0.186
O -0.057 -3.754 -0.420
O 0.500 -1.598 -0.729
H -1.548 2.190 -0.781
H -2.810 2.543 -1.878
H -4.126 0.650 -1.311
H -3.534 1.294 0.280
H -2.184 -2.977 0.348
H -1.217 -2.546 1.781
C 1.567 -6.215 -0.620
Sb 1.596 -4.209 -1.358
C 3.423 -3.324 -0.703
C 1.260 -4.114 -3.520
C 1.594 -2.779 -4.105
C 2.972 -2.483 -4.192
C 3.530 -1.358 -4.776
C 2.635 -0.576 -5.551
C 1.231 -0.720 -5.485
C 0.687 -1.764 -4.652
C -0.721 -1.823 -4.561
Sb -1.160 -0.059 -3.094
C -3.001 0.290 -4.019
C 0.258 1.662 -3.332
H 0.695 -6.710 -1.118
H 1.370 -6.170 0.491
H 2.422 -6.815 -0.764
H 4.106 -4.189 -0.479
H 3.238 -2.767 0.247
H 3.625 -2.590 -1.530
H 0.213 -4.550 -3.619
H 2.008 -4.819 -3.952
H 3.629 -3.257 -3.833
H 4.571 -1.076 -4.700
H 3.030 0.163 -6.298
H 0.581 -0.095 -6.060
H -1.264 -2.584 -3.997
H -1.259 -1.520 -5.432
H -3.425 1.276 -3.855
H -3.788 -0.381 -3.577
H -2.948 0.054 -5.063
H 0.027 2.239 -4.196
H 1.295 1.165 -3.437
H 0.261 2.335 -2.477
Br -1.736 7.091 6.163
C -1.147 5.953 4.740
C -0.202 4.976 4.954
C 0.323 4.258 3.867
C -0.416 4.340 2.689
C -1.484 5.199 2.577
C -1.754 6.158 3.517
C -0.178 3.397 1.522
O 0.962 3.423 0.963
O -1.203 2.678 1.171
H 0.220 4.917 5.928
H 1.241 3.667 3.877
H -2.106 5.172 1.690
H -2.493 6.899 3.277
Se -2.722 1.559 5.411
N -1.451 1.401 6.756
C -0.227 1.090 6.310
C 0.894 0.810 7.128
C 1.991 0.183 6.538
C 1.969 0.052 5.065
N 0.936 0.321 4.266
C -0.191 0.768 4.858
N -1.388 0.997 4.269
H 0.783 1.166 8.146
H 2.913 -0.106 6.991
H 2.815 -0.249 4.482
*
```

Atom charges from the Löwdin analysis, given in e for atoms 1 to 8: 1.0957, -0.0608, -0.1871, -0.6156, -0.2286, -0.1242, -0.1352, -0.6086

***

Q: Which max |F| values were calculated for the entries above? A: 4.2 1.0 0.7 3.4, in eV/Å.